{"formula": "C9H14O", "method": "wB97M-V/def2-TZVPD", "total_charge": 0, "smiles": "Cc1ccc(O)cc1.CC", "species": ["C", "C", "C", "C", "C", "O", "C", "C", "H", "H", "H", "H", "H", "H", "H", "H", "C", "C", "H", "H", "H", "H", "H", "H"], "xyz": [[2.557132, 1.516120, 2.080318], [1.363552, 1.214808, 1.206781], [1.535026, 0.479669, 0.032503], [0.445771, 0.324406, -0.816736], [-0.793992, 0.848083, -0.520912], [-1.792877, 0.713652, -1.428859], [-0.987362, 1.519796, 0.697325], [0.075761, 1.637756, 1.567486], [3.458710, 1.400418, 1.483893], [2.629374, 0.839547, 2.938722], [2.506069, 2.513874, 2.510828], [2.529491, 0.097433, -0.147629], [0.551971, -0.187334, -1.767305], [-2.677549, 0.796860, -1.055998], [-1.958617, 1.960809, 0.888098], [0.042344, 2.132516, 2.531941], [-0.412735, -3.442869, -1.716386], [-1.569004, -3.284580, -0.713363], [0.177158, -2.531305, -1.814887], [0.246697, -4.235995, -1.377966], [-0.771535, -3.671320, -2.718947], [-1.490461, -4.059911, 0.050437], [-2.541621, -3.383802, -1.190086], [-1.507514, -2.333419, -0.187802]], "atomic_forces_ev_per_a": [[-0.27, -0.38, 0.22], [-0.14, -0.49, 0.11], [-0.64, 0.90, 0.73], [0.48, -0.56, -0.78], [-0.13, 0.53, 1.23], [-0.24, -0.27, -0.75], [-0.08, -0.36, -0.48], [1.12, 0.34, -0.05], [0.17, 0.17, 0.14], [-0.02, -0.10, -0.14], [0.07, 0.17, -0.19], [-0.08, -0.14, -0.51], [0.02, -0.05, 0.07], [0.31, 0.13, 0.26], [-0.01, -0.07, 0.25], [-0.59, 0.16, -0.11], [-0.18, 0.21, 0.02], [0.36, -0.15, 0.08], [0.00, -0.02, 0.12], [0.19, -0.08, -0.21], [0.02, -0.19, 0.02], [-0.18, 0.01, -0.01], [-0.05, 0.13, 0.04], [-0.15, 0.10, -0.06]]}

---

{"formula": "C9H14O", "method": "wB97M-V/def2-TZVPD", "total_charge": 0, "smiles": "Cc1ccc(O)cc1.CC", "species": ["C", "C", "C", "C", "C", "O", "C", "C", "H", "H", "H", "H", "H", "H", "H", "H", "C", "C", "H", "H", "H", "H", "H", "H"], "xyz": [[-1.530469, 1.515993, -1.737954], [-0.109224, 1.320729, -1.165790], [0.924867, 1.217811, -2.086760], [2.161282, 0.701035, -1.628596], [2.236678, 0.476770, -0.274916], [3.599463, 0.367817, 0.257209], [1.271343, 0.603361, 0.705425], [0.075117, 1.111932, 0.179051], [-2.027697, 2.413383, -1.381167], [-2.161677, 0.788939, -1.330566], [-1.689965, 1.380763, -2.832698], [0.860908, 1.603372, -3.118350], [2.941738, 0.316553, -2.311290], [3.671339, 0.709339, 1.199270], [1.541496, 0.270550, 1.683592], [-0.799167, 1.175079, 0.763054], [-1.977286, -1.511681, 1.858714], [-0.811892, -2.423702, 1.521582], [-1.861482, -0.574053, 1.209223], [-2.989964, -1.985522, 1.433136], [-2.268568, -1.166784, 2.798117], [-0.318288, -3.047827, 2.257200], [0.048539, -1.934270, 1.165604], [-0.787088, -3.329587, 0.836910]], "atomic_forces_ev_per_a": [[0.55, 0.81, -0.13], [-1.23, 0.72, -2.12], [1.71, -0.51, 0.20], [-1.29, -0.18, -0.99], [3.97, 0.47, 2.63], [-0.93, -0.21, 0.29], [-0.78, 0.84, -2.59], [0.37, -1.36, 0.71], [0.24, 0.58, -0.29], [-0.84, -1.59, 0.79], [0.75, 0.46, 0.72], [-0.36, -0.72, 0.52], [-0.21, 0.97, 0.60], [-0.66, -0.68, -1.90], [-0.41, 0.28, 0.65], [-0.81, 0.21, 0.92], [-2.40, -0.47, -4.83], [1.32, -2.52, 0.24], [-0.23, -1.26, 0.93], [2.06, 0.91, 0.87], [0.45, 0.04, 2.00], [-0.43, 0.43, 1.65], [0.87, 1.38, -0.62], [-1.70, 1.40, -0.23]]}

---

{"formula": "C9H14O", "method": "wB97M-V/def2-TZVPD", "total_charge": 0, "smiles": "Cc1ccc(O)cc1.CC", "species": ["C", "C", "C", "C", "C", "O", "C", "C", "H", "H", "H", "H", "H", "H", "H", "H", "C", "C", "H", "H", "H", "H", "H", "H"], "xyz": [[-1.839438, 0.622849, 1.476615], [-0.926438, 1.081169, 0.374417], [-1.024025, 0.584737, -0.926697], [-0.038987, 0.885677, -1.873485], [1.093351, 1.526494, -1.426750], [2.227709, 1.465478, -2.199891], [1.131946, 2.124386, -0.159193], [0.131101, 1.951050, 0.750241], [-2.176183, -0.378293, 1.159322], [-2.721226, 1.266104, 1.555763], [-1.496916, 0.413855, 2.489014], [-2.014645, 0.254240, -1.223577], [-0.180398, 0.635714, -2.916362], [2.814769, 2.197919, -1.993859], [1.957275, 2.820274, -0.004144], [0.115568, 2.612240, 1.606158], [0.938265, -2.163575, 0.008874], [-0.160483, -2.788699, 0.807009], [0.648490, -2.363852, -1.032379], [1.036584, -1.097017, 0.181895], [1.942131, -2.558202, 0.196982], [-1.194662, -2.554221, 0.526988], [-0.075853, -2.653517, 1.896270], [-0.187938, -3.884815, 0.726800]], "atomic_forces_ev_per_a": [[-1.64, -1.03, -0.82], [1.17, 0.27, 1.72], [-0.25, 1.60, 0.31], [-0.60, -0.25, 0.37], [0.69, -0.39, 0.35], [-0.38, 0.39, -0.47], [0.88, 0.57, -1.09], [-0.79, -0.31, -1.32], [-0.38, 0.35, 0.12], [-0.04, -0.09, 0.08], [0.81, 0.61, -0.17], [0.30, -0.73, -0.07], [0.27, -0.21, 0.04], [0.06, 0.04, 0.13], [-0.03, -0.23, 0.34], [-0.13, -0.59, 0.46], [-0.01, 0.03, -0.79], [-0.75, -1.42, 1.59], [0.64, 0.44, 0.00], [-0.28, 0.24, -0.17], [-0.32, -0.35, 0.04], [0.36, 0.65, -0.15], [-0.01, 0.35, -0.25], [0.42, 0.07, -0.26]]}

---

{"formula": "C9H14O", "method": "wB97M-V/def2-TZVPD", "total_charge": 0, "smiles": "Cc1ccc(O)cc1.CC", "species": ["C", "C", "C", "C", "C", "O", "C", "C", "H", "H", "H", "H", "H", "H", "H", "H", "C", "C", "H", "H", "H", "H", "H", "H"], "xyz": [[-1.107858, 2.237870, 0.758237], [-1.342615, 0.744219, 0.952299], [-1.846297, 0.244709, 2.104242], [-1.750939, -1.117906, 2.391387], [-1.312340, -1.913942, 1.354210], [-1.018250, -3.256392, 1.440653], [-1.076952, -1.409130, 0.070883], [-1.069698, -0.047524, -0.198043], [-1.963132, 2.476565, 0.096640], [-0.090588, 2.255041, 0.238927], [-1.197245, 2.888987, 1.632469], [-2.417482, 0.794580, 2.847211], [-2.143362, -1.649954, 3.227623], [-1.201518, -3.648450, 2.299556], [-1.232053, -2.136708, -0.734389], [-0.963996, 0.504635, -1.130835], [3.333387, 0.916934, -2.101904], [2.192687, -0.081320, -2.233015], [2.968645, 1.888487, -2.369231], [3.591717, 1.048864, -1.044600], [4.151734, 0.421042, -2.591378], [2.407314, -1.116251, -2.066330], [1.276554, 0.149107, -1.710098], [1.812287, -0.193462, -3.234512]], "atomic_forces_ev_per_a": [[-0.26, -0.85, -1.20], [0.65, 1.83, -1.20], [-0.62, -1.27, 1.81], [-0.01, -0.70, -1.75], [0.94, -0.49, -0.19], [-0.37, -0.14, -0.04], [-1.05, 0.10, -1.67], [-0.49, -0.39, 2.71], [0.84, 0.75, -0.19], [-1.50, 0.83, 0.68], [0.36, -0.39, -0.05], [0.66, 0.72, -0.12], [-0.17, 0.27, 0.92], [-0.16, 0.34, 0.11], [0.94, 0.12, 0.19], [0.18, -0.72, -0.02], [-1.03, -1.27, 1.54], [-1.07, -0.10, -0.55], [0.46, 0.51, -1.00], [0.15, -0.30, -0.07], [0.73, 0.89, -0.58], [0.67, -0.56, 0.92], [0.00, 0.24, 0.71], [0.14, 0.59, -0.98]]}

---

{"formula": "C9H14O", "method": "wB97M-V/def2-TZVPD", "total_charge": 0, "smiles": "Cc1ccc(O)cc1.CC", "species": ["C", "C", "C", "C", "C", "O", "C", "C", "H", "H", "H", "H", "H", "H", "H", "H", "C", "C", "H", "H", "H", "H", "H", "H"], "xyz": [[2.679376, 1.458062, -0.037416], [1.213653, 1.272301, -0.096373], [0.482618, 1.641474, -1.288725], [-0.935875, 1.252909, -1.249762], [-1.394631, 0.758789, -0.049822], [-2.661130, 0.304317, -0.192681], [-0.647197, 0.495859, 1.143003], [0.700612, 0.665004, 1.083503], [3.072292, 1.719356, -1.118420], [3.170819, 0.454780, 0.217424], [3.229322, 2.076007, 0.615645], [0.930980, 2.067746, -2.155165], [-1.476604, 1.257593, -2.026870], [-3.018754, -0.329638, 0.454074], [-1.061184, 0.168886, 2.083181], [1.456085, 0.478983, 1.939233], [-0.034767, -3.680513, 0.678143], [0.338437, -2.510952, -0.202178], [-0.701547, -4.231226, 0.156625], [0.847068, -4.286238, 0.813071], [-0.364994, -3.452154, 1.748249], [0.582414, -2.626531, -1.127693], [0.807156, -1.837795, 0.461065], [-0.597376, -2.011895, -0.401213]], "atomic_forces_ev_per_a": [[2.57, -2.06, -3.62], [0.21, 0.88, -0.78], [-2.23, -2.37, 3.72], [7.76, 0.97, 6.10], [-0.10, -1.35, 0.61], [-2.08, -0.46, 0.34], [-0.40, 0.34, -0.72], [1.06, 1.35, -0.44], [-0.54, -0.47, 2.05], [-0.66, 0.98, -0.61], [-0.31, 1.46, 1.09], [0.42, 0.20, -0.34], [-4.24, 0.21, -5.62], [0.83, 0.58, -0.06], [-0.68, -0.28, -0.18], [-1.64, 0.18, -1.45], [2.29, 0.81, 1.89], [-3.88, 1.28, 6.02], [-2.51, -2.16, -1.08], [0.36, -0.53, 0.15], [0.10, 0.13, -1.70], [2.97, -1.40, -5.29], [1.48, 1.06, -0.31], [-0.77, 0.64, 0.22]]}

---

no.,E_HOMO (eV),HOMO-LUMO gap (eV)
1,-8.4,9.200
2,-8.5,9.388
3,-8.3,9.213
4,-8.2,9.064
5,-8.1,8.845